No. 1
Computed, not measured: a molecular structure, C43H48N6O5P2SiW in a non-equilibrium geometry, with the ωB97M-V functional and the def2-TZVPD basis.

Element x y z (Å)
W  0.005  -0.017  -0.112
C  3.806  1.155  -0.431
Si  2.393  0.210  0.524
C  2.464  1.307  2.155
C  3.620  1.928  2.626
C  3.589  2.831  3.679
C  2.390  3.132  4.309
C  1.227  2.515  3.882
C  1.259  1.635  2.805
P  -0.197  0.626  2.365
C  0.058  -0.502  3.795
C  -0.536  -0.253  5.029
C  -0.230  -1.055  6.117
C  0.655  -2.112  5.981
C  1.271  -2.342  4.761
C  0.994  -1.528  3.679
C  -1.761  1.481  2.738
C  -1.969  2.845  2.553
C  -3.249  3.368  2.634
C  -4.332  2.536  2.877
C  -4.134  1.175  3.057
C  -2.858  0.647  2.981
C  3.076  -1.593  0.278
C  4.339  -1.975  0.720
C  4.894  -3.201  0.394
C  4.191  -4.084  -0.407
C  2.926  -3.743  -0.844
C  2.360  -2.514  -0.511
P  0.617  -2.238  -1.015
C  0.373  -2.251  -2.825
C  1.140  -2.909  -3.777
C  0.716  -2.938  -5.096
C  -0.475  -2.333  -5.468
C  -1.251  -1.688  -4.517
C  -0.828  -1.642  -3.202
C  -0.095  -3.879  -0.601
C  -0.824  -4.616  -1.532
C  -1.195  -5.919  -1.249
C  -0.880  -6.489  -0.028
C  -0.196  -5.744  0.920
C  0.212  -4.456  0.633
H  4.741  1.037  0.108
H  3.632  2.220  -0.560
H  3.970  0.733  -1.415
H  4.574  1.686  2.183
H  4.506  3.282  4.026
H  2.366  3.809  5.149
H  0.293  2.696  4.395
H  -1.248  0.551  5.148
H  -0.691  -0.854  7.071
H  0.861  -2.755  6.822
H  1.969  -3.158  4.650
H  1.484  -1.710  2.731
H  -1.128  3.493  2.348
H  -3.403  4.429  2.510
H  -5.326  2.951  2.930
H  -4.973  0.527  3.258
H  -2.708  -0.416  3.128
H  4.896  -1.290  1.340
H  5.879  -3.462  0.750
H  4.612  -5.037  -0.685
H  2.356  -4.446  -1.435
H  2.065  -3.388  -3.490
H  1.312  -3.449  -5.835
H  -0.802  -2.364  -6.494
H  -2.186  -1.227  -4.802
H  -1.436  -1.137  -2.447
H  -1.094  -4.184  -2.483
H  -1.713  -6.492  -2.001
H  -1.169  -7.506  0.185
H  0.045  -6.174  1.880
H  0.766  -3.894  1.372
N  -2.278  1.372  -0.826
N  -3.346  0.443  -0.916
C  -3.203  -0.624  -0.042
N  -4.256  -1.355  0.360
N  -1.946  -0.833  0.326
N  -1.548  -1.861  1.070
O  -0.251  -1.762  1.278
O  -2.295  -2.667  1.657
H  -2.480  2.116  -0.151
H  -2.109  1.821  -1.727
H  -4.285  0.826  -0.997
H  -5.134  -1.305  -0.129
H  -4.026  -2.181  0.910
N  1.840  4.326  0.940
C  1.043  4.681  -0.252
C  0.070  3.470  -0.495
O  -0.773  3.538  -1.360
O  0.296  2.494  0.301
H  2.852  4.336  0.797
H  1.490  3.303  1.099
H  1.618  4.900  1.758
H  1.665  4.808  -1.139
H  0.462  5.594  -0.115
C  2.053  0.360  -3.411
C  1.050  1.321  -2.753
C  0.017  1.816  -3.768
O  0.407  0.726  -1.661
H  2.863  0.929  -3.858
H  1.581  -0.220  -4.198
H  2.465  -0.328  -2.672
H  1.612  2.185  -2.350
H  -0.615  0.984  -4.072
H  0.509  2.212  -4.652
H  -0.589  2.602  -3.322

Properties
Lowest unoccupied orbital energy (spin up / spin down) in eV: -5.666 / -6.229
HOMO energy (spin up / spin down) in eV: -11.531 / -13.435
2S+1: 3
Charge: +2
Total energy in Ha: -3410.85253
Orbital gap (spin up / spin down) in eV: 5.9 / 7.2


No. 2
Computed, not measured: a molecular structure, C43H49As2N3O10PdS2Te, with the ωB97M-V functional and the def2-TZVPD basis.

Element x y z (Å)
Pd  0.584  1.117  0.855
S  -2.444  -1.156  3.145
C  -2.662  -1.594  1.504
C  -1.757  -0.995  0.682
C  -0.858  -0.133  1.377
C  -1.118  -0.139  2.723
C  -0.323  0.679  3.614
C  -0.423  0.736  5.001
C  0.398  1.603  5.697
C  1.310  2.390  5.006
C  1.371  2.269  3.629
N  0.580  1.438  2.956
H  -3.468  -2.257  1.230
H  -1.725  -1.171  -0.385
H  -1.142  0.106  5.509
H  0.325  1.672  6.776
H  1.965  3.082  5.516
H  2.061  2.838  3.020
O  3.756  3.773  -0.925
S  3.254  3.370  0.392
N  2.161  2.440  0.596
C  0.672  -0.528  -3.016
C  0.725  0.124  -1.658
O  0.364  1.349  -1.536
N  1.094  -0.495  -0.579
Te  1.469  -2.865  -0.228
C  2.064  -4.978  -0.431
C  1.441  -5.795  -1.382
C  0.347  -5.316  -2.316
C  1.832  -7.130  -1.517
C  2.829  -7.682  -0.734
C  3.236  -9.126  -0.883
C  3.430  -6.867  0.218
C  3.062  -5.538  0.392
C  3.761  -4.761  1.481
C  3.487  -2.257  -0.492
C  4.099  -1.474  0.499
C  3.396  -1.016  1.754
C  5.417  -1.071  0.319
C  6.153  -1.427  -0.803
C  7.571  -0.948  -0.985
C  5.527  -2.197  -1.768
C  4.198  -2.604  -1.646
C  3.625  -3.373  -2.817
H  0.646  0.253  -3.775
H  -0.238  -1.129  -3.093
H  1.523  -1.187  -3.178
H  0.063  -4.285  -2.131
H  -0.545  -5.938  -2.212
H  0.674  -5.389  -3.358
H  1.335  -7.748  -2.262
H  2.808  -9.565  -1.784
H  2.900  -9.720  -0.029
H  4.322  -9.225  -0.939
H  4.205  -7.284  0.858
H  4.151  -5.443  2.239
H  3.084  -4.056  1.964
H  4.597  -4.182  1.083
H  2.650  -1.733  2.097
H  2.870  -0.075  1.566
H  4.120  -0.846  2.552
H  5.882  -0.455  1.084
H  8.073  -0.828  -0.024
H  7.589  0.022  -1.488
H  8.150  -1.647  -1.591
H  6.077  -2.483  -2.661
H  4.185  -4.295  -2.986
H  3.701  -2.767  -3.723
H  2.582  -3.640  -2.677
C  -0.179  4.650  -0.968
O  -0.637  4.595  -2.332
C  -1.859  4.166  -2.608
O  -2.217  4.004  -3.747
C  -2.800  3.779  -1.479
C  -3.891  4.495  -1.195
As  -5.549  3.966  -0.239
C  -5.155  5.105  1.313
C  -4.958  2.170  0.388
C  -3.599  2.135  0.763
As  -2.317  2.000  -0.735
C  -3.279  1.020  -2.135
C  -3.005  2.705  1.977
O  -1.882  3.153  2.054
O  -3.875  2.745  3.010
C  -3.343  3.376  4.177
C  -5.684  0.977  -0.058
O  -5.301  -0.164  0.085
O  -6.856  1.272  -0.660
C  -7.594  0.132  -1.098
C  -4.086  5.869  -1.768
O  -5.162  6.410  -1.861
O  -2.934  6.455  -2.107
C  -3.031  7.727  -2.753
H  0.714  5.266  -0.988
H  0.091  3.655  -0.623
H  -0.932  5.098  -0.320
H  -5.303  6.128  0.969
H  -4.136  4.987  1.672
H  -5.857  4.887  2.116
H  -4.232  1.482  -2.387
H  -3.430  -0.008  -1.813
H  -2.623  1.054  -3.004
H  -4.169  3.438  4.879
H  -2.966  4.370  3.944
H  -2.527  2.784  4.599
H  -8.492  0.525  -1.565
H  -7.852  -0.510  -0.258
H  -7.020  -0.452  -1.815
H  -2.037  8.159  -2.698
H  -3.760  8.358  -2.252
H  -3.323  7.589  -3.793

Properties
Lowest unoccupied orbital energy (spin up / spin down) in eV: 2.108 / 0.184
HOMO energy (spin up / spin down) in eV: -4.707 / -4.837
2S+1: 4
Charge: -1
Total energy in Ha: -8248.32715
Orbital gap (spin up / spin down) in eV: 6.8 / 5.0


No. 3
Computed, not measured: a molecular structure, C43H49BrN5O6SSbTl, with the ωB97M-V functional and the def2-TZVPD basis.

Element x y z (Å)
Tl  -0.182  -0.189  -0.516
O  -4.238  4.658  4.440
N  -4.942  4.067  3.648
O  -6.123  4.298  3.487
C  -4.324  2.995  2.836
C  -5.159  2.035  2.409
C  -4.667  0.905  1.693
C  -5.518  -0.116  1.235
C  -4.983  -1.189  0.581
C  -3.590  -1.242  0.405
N  -2.777  -0.290  0.819
C  -3.295  0.785  1.442
C  -2.402  1.864  1.847
N  -1.106  1.755  1.498
C  -0.285  2.736  1.787
C  -0.691  3.894  2.459
C  -1.998  4.014  2.843
C  -2.907  2.977  2.546
H  -6.214  2.113  2.635
H  -6.586  -0.029  1.400
H  -5.608  -1.988  0.203
H  -3.109  -2.082  -0.095
H  0.743  2.611  1.457
H  0.021  4.684  2.660
H  -2.334  4.897  3.358
C  -4.225  -1.857  -5.598
C  -3.520  -0.726  -4.894
C  -2.945  0.317  -5.610
C  -2.315  1.374  -4.960
C  -2.255  1.384  -3.575
C  -2.836  0.351  -2.844
C  -3.458  -0.694  -3.502
S  -1.365  2.653  -2.702
O  -1.309  3.787  -3.602
O  -2.076  2.830  -1.453
N  0.017  1.991  -2.354
C  0.949  1.597  -3.285
C  1.059  2.095  -4.607
C  2.047  1.612  -5.434
C  2.939  0.649  -4.967
C  2.779  0.232  -3.659
N  1.829  0.677  -2.836
H  -3.932  -1.912  -6.647
H  -5.308  -1.719  -5.561
H  -3.999  -2.815  -5.127
H  -2.978  0.301  -6.694
H  -1.882  2.194  -5.518
H  -2.794  0.384  -1.761
H  -3.888  -1.509  -2.925
H  0.380  2.874  -4.928
H  2.134  1.991  -6.447
H  3.729  0.249  -5.591
H  3.452  -0.512  -3.236
C  4.853  0.530  0.509
C  4.314  0.553  1.946
C  3.688  1.926  2.197
C  5.470  0.377  2.928
Sb  2.598  -0.886  1.891
C  3.594  -2.838  1.488
C  5.036  -2.955  1.971
C  3.536  -2.942  -0.036
C  2.787  -3.985  2.096
C  1.892  -0.972  3.990
C  1.082  0.311  4.182
C  2.981  -1.073  5.053
C  0.924  -2.159  4.106
H  5.551  1.367  0.362
H  4.053  0.633  -0.231
H  5.397  -0.392  0.293
H  4.443  2.709  2.031
H  3.326  2.033  3.224
H  2.859  2.121  1.510
H  6.196  1.190  2.765
H  6.003  -0.558  2.798
H  5.148  0.441  3.967
H  5.708  -2.299  1.415
H  5.382  -3.987  1.813
H  5.136  -2.734  3.036
H  4.078  -2.128  -0.527
H  2.501  -2.922  -0.390
H  3.990  -3.890  -0.359
H  2.928  -4.038  3.178
H  3.150  -4.934  1.673
H  1.720  -3.898  1.877
H  1.688  1.215  4.070
H  0.651  0.323  5.195
H  0.257  0.368  3.465
H  3.563  -0.152  5.119
H  3.668  -1.902  4.864
H  2.519  -1.238  6.038
H  0.267  -2.243  3.232
H  0.292  -2.021  4.996
H  1.450  -3.105  4.221
Br  -0.927  -9.484  0.876
C  -0.807  -7.601  0.608
C  -0.839  -6.760  1.707
C  -0.732  -5.389  1.500
C  -0.624  -4.867  0.216
C  -0.610  -5.733  -0.868
C  -0.686  -7.108  -0.680
C  -0.528  -3.363  0.013
O  -1.170  -2.882  -0.952
O  0.188  -2.743  0.841
H  -0.940  -7.168  2.704
H  -0.720  -4.708  2.345
H  -0.545  -5.323  -1.869
H  -0.661  -7.787  -1.522

Properties
Lowest unoccupied orbital energy in eV: 0.962
HOMO energy in eV: -5.059
2S+1: 1
Charge: -1
Total energy in Ha: -5778.15411
Orbital gap in eV: 6.0


No. 4
Computed, not measured: a molecular structure, C43H50BCl3N9OPSW in a non-equilibrium geometry, with the ωB97M-V functional and the def2-TZVPD basis.

Element x y z (Å)
W  0.282  -0.243  0.596
C  -3.494  2.042  3.032
C  -2.123  2.643  2.685
C  -2.069  3.064  1.234
C  -1.041  1.730  3.231
C  -0.813  1.791  4.606
C  0.128  0.833  4.883
N  0.453  0.234  3.735
N  -0.246  0.765  2.679
B  1.518  -0.856  3.626
N  0.894  -2.109  3.078
C  0.806  -3.267  3.727
C  0.076  -4.132  2.958
C  -0.263  -3.422  1.810
N  0.257  -2.163  1.876
C  -1.129  -4.051  0.757
C  -2.503  -4.403  1.338
C  -0.434  -5.306  0.215
N  2.677  -0.419  2.747
C  3.923  -0.310  3.197
C  4.708  0.090  2.151
C  3.871  0.190  1.039
N  2.586  -0.127  1.420
C  4.623  0.468  -0.275
C  4.167  1.548  -1.279
C  5.034  -0.851  -0.943
H  -4.278  2.780  2.859
H  -3.551  1.726  4.073
H  -3.713  1.180  2.399
H  -2.010  3.550  3.284
H  -2.106  2.197  0.579
H  -1.180  3.643  0.998
H  -2.944  3.675  1.006
H  -1.300  2.458  5.296
H  0.587  0.526  5.806
H  1.940  -1.074  4.727
H  1.262  -3.382  4.695
H  -0.190  -5.147  3.188
H  -1.277  -3.364  -0.066
H  -2.432  -5.200  2.078
H  -3.165  -4.746  0.542
H  -2.978  -3.549  1.828
H  -0.258  -6.025  1.014
H  0.529  -5.066  -0.237
H  -1.054  -5.793  -0.536
H  4.153  -0.532  4.225
H  5.770  0.261  2.157
H  5.556  0.860  0.129
H  4.977  2.261  -1.429
H  3.946  1.125  -2.259
H  3.292  2.106  -0.944
H  4.184  -1.418  -1.311
H  5.566  -1.492  -0.241
H  5.700  -0.649  -1.783
N  -1.847  -0.723  0.962
C  -2.990  -0.159  0.246
C  -4.267  -0.471  0.685
C  -5.358  -0.005  -0.029
C  -5.168  0.738  -1.191
C  -3.886  1.032  -1.620
C  -2.780  0.610  -0.878
P  -1.081  0.953  -1.359
C  -1.012  0.164  -3.010
C  -1.948  -0.812  -3.345
C  -1.968  -1.364  -4.617
C  -1.036  -0.972  -5.564
C  -0.087  -0.012  -5.237
C  -0.082  0.561  -3.975
C  -0.913  2.719  -1.777
C  0.323  3.194  -2.218
C  0.467  4.503  -2.650
C  -0.617  5.366  -2.628
C  -1.846  4.913  -2.172
C  -1.995  3.601  -1.752
H  -2.007  -0.691  1.973
H  -1.817  -1.715  0.708
H  -4.409  -1.083  1.568
H  -6.359  -0.239  0.308
H  -6.019  1.078  -1.763
H  -3.740  1.573  -2.546
H  -2.674  -1.153  -2.620
H  -2.711  -2.111  -4.861
H  -1.051  -1.405  -6.554
H  0.639  0.309  -5.971
H  0.647  1.327  -3.768
H  1.191  2.552  -2.224
H  1.430  4.848  -3.003
H  -0.506  6.387  -2.965
H  -2.696  5.581  -2.144
H  -2.962  3.280  -1.394
Cl  2.811  -3.759  -5.248
C  1.882  -3.154  -3.928
C  2.345  -2.067  -3.205
C  1.543  -1.646  -2.170
Cl  1.896  -0.148  -1.315
C  0.344  -2.198  -1.775
O  -0.326  -1.669  -0.738
C  -0.123  -3.234  -2.590
Cl  -1.729  -3.861  -2.435
C  0.651  -3.717  -3.636
H  3.265  -1.567  -3.467
H  0.268  -4.523  -4.246
N  3.439  3.615  1.316
C  2.394  2.894  1.720
N  2.309  2.592  3.004
S  1.182  2.496  0.567
H  4.095  4.022  1.965
H  3.476  3.909  0.353
H  3.009  2.868  3.673
H  1.488  2.121  3.339

Properties
Lowest unoccupied orbital energy (spin up / spin down) in eV: -5.935 / -5.899
HOMO energy (spin up / spin down) in eV: -12.697 / -12.659
2S+1: 1
Charge: +2
Total energy in Ha: -4448.32293
Orbital gap (spin up / spin down) in eV: 6.8 / 6.8


Number 1: M 1002.8 g/mol. Number 2: M 1215.9 g/mol. Number 3: M 1170.0 g/mol. Number 4: M 1073.0 g/mol.